C75H168As5ClF30N9 as an isolated structure. Source: the OMol25 dataset; level of theory: the ωB97M-V functional and the def2-TZVPD basis.

The calculation puts the total energy at -492144.1004 eV. As for the total charge: +3. For the HOMO energy, the calculation gives -13.332 eV. Its relative energy (zero: lowest compared OMol25 entry of this formula, charge and spin) is 4.087 eV.

```
288
Properties=species:S:1:pos:R:3:lowdin_charge:R:1
C -12.61860 -18.64163 7.26072 -0.094
C -11.52434 -19.39171 6.52185 -0.228
C -10.57021 -18.51879 5.66981 -0.095
N -9.29892 -19.23961 5.15094 -0.202
C -8.36525 -19.41396 6.39065 0.041
C -8.60294 -18.36588 4.05404 -0.051
C -9.12356 -18.92646 2.68180 -0.136
C -10.00791 -20.12967 2.96976 -0.133
C -9.57879 -20.54522 4.42045 -0.085
H -13.50704 -19.25513 7.41034 0.070
H -12.91676 -17.71505 6.77016 0.082
H -12.25781 -18.24345 8.20908 0.081
H -12.00105 -20.14934 5.89990 0.101
H -10.97671 -20.02547 7.21937 0.088
H -10.28911 -17.70430 6.33740 0.129
H -11.02646 -17.94799 4.86104 0.136
H -7.38011 -19.73244 6.04982 0.105
H -8.78484 -20.07224 7.15138 0.069
H -8.39232 -18.43499 6.86916 0.105
H -7.51551 -18.34212 4.12487 0.131
H -8.97602 -17.34179 4.04107 0.124
H -8.26626 -19.32947 2.14260 0.100
H -9.60971 -18.15703 2.08203 0.122
H -9.97312 -21.00448 2.32045 0.096
H -11.05399 -19.82457 2.94268 0.113
H -8.66288 -21.12781 4.32143 0.117
H -10.21104 -21.19547 5.02504 0.114
C -17.66035 -25.43069 -0.55009 -0.095
C -17.20682 -26.05132 0.74115 -0.242
C -17.92678 -25.55270 2.01866 -0.096
N -17.63137 -26.13452 3.42102 -0.208
C -16.59195 -25.15902 4.05530 0.028
C -17.10168 -27.61321 3.50596 -0.050
C -17.60017 -28.16542 4.84012 -0.125
C -18.65512 -27.23755 5.40375 -0.148
C -18.88494 -26.13738 4.32535 -0.092
H -18.61676 -25.87472 -0.82613 0.085
H -16.92789 -25.53354 -1.35072 0.080
H -17.91861 -24.37958 -0.42140 0.079
H -16.12362 -25.93869 0.78684 0.101
H -17.33721 -27.11790 0.55809 0.110
H -18.96070 -25.87078 1.88473 0.122
H -17.93315 -24.46280 2.03194 0.133
H -16.40906 -25.56425 5.05051 0.064
H -17.08309 -24.22165 4.31650 0.088
H -15.75449 -25.01726 3.37218 0.085
H -16.03091 -27.57120 3.30651 0.117
H -17.41883 -28.13459 2.60281 0.126
H -16.85941 -28.46029 5.58337 0.120
H -18.15999 -29.03977 4.50812 0.125
H -18.31084 -26.77888 6.33066 0.086
H -19.67037 -27.58376 5.59744 0.122
H -19.16441 -25.14996 4.69279 0.114
H -19.66863 -26.50980 3.66562 0.126
C -11.58993 -26.77716 10.33708 -0.091
C -12.74288 -25.77265 10.29518 -0.249
C -12.54149 -24.56468 11.26255 -0.067
N -13.04731 -23.18616 10.72006 -0.227
C -14.41311 -23.23393 10.10801 0.007
C -12.01443 -22.62609 9.80087 -0.099
C -12.37825 -21.10440 9.83199 -0.155
C -12.90248 -20.81032 11.19965 -0.162
C -13.07631 -22.15725 11.89214 -0.060
H -11.43732 -27.10160 11.36642 0.078
H -10.63849 -26.36095 10.00599 0.052
H -11.87802 -27.69280 9.82062 0.086
H -13.61874 -26.33482 10.61912 0.097
H -12.93655 -25.45695 9.27004 0.038
H -11.48151 -24.41755 11.46968 0.127
H -13.07603 -24.80615 12.18128 0.134
H -14.19256 -23.59463 9.10334 0.073
H -14.95647 -22.29738 9.98264 0.097
H -15.10421 -23.91638 10.60273 0.106
H -12.09824 -23.00635 8.78280 0.111
H -10.99821 -22.92060 10.06290 0.110
H -13.02699 -20.89456 8.98158 0.091
H -11.51798 -20.49368 9.55800 0.110
H -13.85854 -20.33026 10.99089 0.108
H -12.47834 -19.96388 11.73978 0.131
H -14.02630 -22.15774 12.42659 0.136
H -12.22414 -22.29263 12.55816 0.142
C -7.73846 -28.12605 11.40202 -0.080
C -6.76569 -27.90590 10.19594 -0.183
C -7.41488 -27.72374 8.74847 -0.077
N -6.47659 -27.79799 7.54823 -0.235
C -5.49648 -26.60868 7.59146 0.049
C -7.23611 -27.69517 6.29027 -0.156
C -6.42431 -28.34777 5.11513 -0.114
C -5.32832 -29.14814 5.86871 -0.138
C -5.77149 -29.14551 7.33979 -0.070
H -7.15941 -28.01234 12.31847 0.077
H -8.19544 -29.11490 11.36378 0.076
H -8.54806 -27.39665 11.42684 0.056
H -5.99307 -28.67095 10.11930 0.106
H -6.30576 -26.96878 10.50959 0.093
H -8.03723 -26.83751 8.62454 0.118
H -7.95139 -28.65713 8.57809 0.106
H -6.06993 -25.68342 7.53535 0.075
H -4.72038 -26.64925 6.82719 0.108
H -4.96339 -26.59071 8.54203 0.101
H -7.82695 -26.81040 6.05324 0.107
H -8.06589 -28.39751 6.36953 0.092
H -5.90359 -27.58613 4.53474 0.094
H -7.03855 -29.03968 4.53888 0.087
H -4.28894 -28.86834 5.69697 0.115
H -5.36726 -30.19242 5.55876 0.110
H -4.85837 -29.08173 7.93161 0.135
H -6.45048 -29.98015 7.51432 0.104
C -18.23758 -24.91379 11.83629 -0.084
C -18.27987 -24.62699 10.33402 -0.213
C -18.65327 -23.12826 9.93986 -0.091
N -18.88824 -22.91994 8.42726 -0.185
C -17.57200 -23.09012 7.60744 0.018
C -19.50227 -21.46299 8.27236 -0.076
C -20.59818 -21.55779 7.23405 -0.141
C -21.10807 -23.01904 7.26191 -0.147
C -20.00659 -23.89451 7.81769 -0.061
H -18.03158 -25.96009 12.06199 0.090
H -19.14229 -24.64352 12.38086 0.079
H -17.53167 -24.21994 12.29275 0.067
H -18.99182 -25.29488 9.84909 0.097
H -17.37017 -24.94484 9.82461 0.071
H -17.91982 -22.34221 10.11952 0.123
H -19.58836 -22.92918 10.46337 0.131
H -17.76467 -22.81106 6.57154 0.096
H -17.13988 -24.08976 7.56176 0.044
H -16.78046 -22.44344 7.98607 0.090
H -18.71161 -20.75913 8.01242 0.128
H -19.80644 -21.08981 9.25027 0.128
H -20.32812 -21.20495 6.23872 0.117
H -21.44773 -20.91059 7.45199 0.124
H -21.47899 -23.42008 6.31867 0.122
H -21.98044 -23.06555 7.91375 0.121
H -19.57048 -24.51441 7.03434 0.104
H -20.48402 -24.50078 8.58750 0.125
C -9.24617 -22.73054 -2.81730 -0.080
C -8.49138 -23.55425 -1.78279 -0.228
C -7.61609 -22.66171 -0.79794 -0.066
N -7.00898 -23.37683 0.45061 -0.217
C -6.18832 -24.59070 0.10727 0.024
C -8.17797 -23.81557 1.44182 -0.054
C -7.44430 -23.92961 2.78516 -0.125
C -6.20678 -22.95139 2.69150 -0.125
C -6.18582 -22.38931 1.25647 -0.102
H -9.62682 -21.81911 -2.35634 0.082
H -10.03611 -23.30687 -3.29890 0.063
H -8.53536 -22.47304 -3.60251 0.085
H -7.89688 -24.24023 -2.38620 0.105
H -9.22224 -24.17079 -1.25951 0.068
H -8.21325 -21.79531 -0.51358 0.119
H -6.78003 -22.19397 -1.31788 0.133
H -6.88081 -25.28225 -0.37264 0.078
H -5.69837 -25.05138 0.96507 0.099
H -5.41854 -24.35276 -0.62684 0.120
H -8.73068 -24.70666 1.14417 0.119
H -8.93152 -23.02851 1.41338 0.095
H -7.06373 -24.91164 3.06599 0.099
H -8.06070 -23.67384 3.64698 0.097
H -5.27243 -23.50565 2.78029 0.108
H -6.10477 -22.30562 3.56366 0.108
H -5.22150 -22.14134 0.81297 0.143
H -6.71298 -21.43533 1.26856 0.112
C -13.54026 -23.45170 5.88687 -0.096
C -12.39087 -24.44806 5.68014 -0.229
C -12.89927 -25.67102 4.91623 -0.138
N -11.93185 -26.88292 4.82816 -0.192
C -12.68091 -28.04414 4.17243 -0.114
C -11.82087 -29.17920 3.63735 -0.126
C -10.62439 -28.53411 2.78967 -0.141
C -9.80002 -27.55197 3.56332 -0.171
C -10.68353 -26.37620 3.98743 -0.077
C -11.36744 -27.26053 6.19470 0.054
H -13.97297 -23.14060 4.93604 0.065
H -13.14661 -22.60830 6.45417 0.056
H -14.42088 -23.91558 6.33118 0.015
H -11.97177 -24.67729 6.65988 0.087
H -11.53428 -23.96750 5.20744 0.082
H -13.36892 -25.51210 3.94553 0.103
H -13.73094 -26.10621 5.47033 0.044
H -13.24289 -27.64890 3.32622 0.115
H -13.34164 -28.49306 4.91406 0.141
H -12.53768 -29.69093 2.99514 0.072
H -11.55399 -29.78679 4.50206 0.099
H -11.09457 -28.03565 1.94199 0.099
H -10.02944 -29.29706 2.28764 0.083
H -8.93365 -27.24223 2.97888 0.089
H -9.29419 -27.99584 4.42077 0.096
H -11.08050 -25.75808 3.18216 0.093
H -10.05514 -25.64971 4.50262 0.109
H -10.74143 -26.41334 6.47488 0.086
H -10.85336 -28.20973 6.04364 0.101
H -12.27817 -27.27630 6.79338 0.086
C -8.97740 -32.00789 1.71611 -0.081
C -10.23551 -32.71906 2.26127 -0.205
C -9.80933 -34.10007 2.89742 -0.074
N -11.00677 -34.99304 3.42233 -0.223
C -10.31131 -36.27380 3.94461 -0.093
C -11.30566 -37.11316 4.78180 -0.166
C -11.87860 -36.31068 5.95483 -0.178
C -12.63546 -35.08629 5.42172 -0.146
C -11.69791 -34.24705 4.50548 -0.117
C -11.95766 -35.36028 2.27829 0.042
H -9.18331 -31.05385 1.23084 0.044
H -8.53517 -32.67262 0.97405 0.084
H -8.31750 -31.77020 2.55047 0.068
H -10.95965 -32.99534 1.49485 0.085
H -10.78238 -32.06152 2.93703 0.084
H -9.18258 -33.88263 3.76228 0.100
H -9.26653 -34.79294 2.25446 0.128
H -9.49750 -36.04647 4.63318 0.132
H -9.90222 -36.85525 3.11838 0.130
H -10.78178 -38.05069 4.96804 0.121
H -12.15876 -37.42968 4.18167 0.105
H -11.12403 -36.12222 6.71851 0.118
H -12.54680 -36.99328 6.47987 0.113
H -13.02030 -34.42088 6.19452 0.121
H -13.63985 -35.35499 5.09445 0.109
H -11.00160 -33.85668 5.24768 0.113
H -12.26967 -33.47105 3.99655 0.098
H -11.37037 -35.78428 1.46380 0.111
H -12.41406 -34.42615 1.95086 0.079
H -12.76402 -36.02544 2.58720 0.105
C -13.36733 -28.89765 0.04509 -0.104
C -13.02206 -27.70031 -0.80405 -0.220
C -12.58087 -28.16426 -2.25383 -0.077
N -12.05897 -26.97789 -3.09623 -0.219
C -10.97604 -26.10381 -2.45847 -0.112
C -9.64093 -26.87068 -2.22462 -0.116
C -9.06087 -27.41180 -3.61194 -0.156
C -10.05561 -28.32296 -4.30335 -0.152
C -11.46484 -27.60984 -4.42845 -0.058
C -13.22594 -26.05600 -3.50604 0.023
H -14.12144 -29.52403 -0.43146 0.092
H -13.66867 -28.49058 1.01028 0.057
H -12.50032 -29.53774 0.20844 0.082
H -12.24286 -27.14639 -0.28050 0.080
H -13.90834 -27.06961 -0.87344 0.098
H -13.45574 -28.60722 -2.72974 0.132
H -11.85030 -28.97097 -2.31370 0.127
H -11.39248 -25.54908 -1.61767 0.109
H -10.87299 -25.27188 -3.15515 0.103
H -9.80513 -27.55417 -1.39156 0.103
H -8.85269 -26.24105 -1.81190 0.073
H -8.16831 -27.99935 -3.39697 0.116
H -8.65007 -26.63031 -4.25118 0.114
H -10.09789 -29.28423 -3.79124 0.113
H -9.71064 -28.70172 -5.26545 0.123
H -12.19950 -28.32619 -4.79619 0.124
H -11.47668 -26.82063 -5.18018 0.126
H -12.85609 -25.20517 -4.07825 0.103
H -13.69369 -25.58642 -2.64071 0.088
H -13.94152 -26.61755 -4.10662 0.111
Cl -15.13946 -26.33458 7.77610 -0.355
As -14.79796 -31.83168 2.85031 0.890
F -13.80632 -31.38116 4.18687 -0.244
F -13.34163 -31.77912 1.78944 -0.281
F -15.86461 -32.28060 1.48136 -0.279
F -16.25399 -31.60089 3.90898 -0.300
F -15.00869 -30.04886 2.43250 -0.326
F -14.63498 -33.54787 3.20595 -0.248
As -12.58070 -23.55128 1.19374 0.943
F -11.00031 -23.46856 0.30852 -0.289
F -11.68419 -23.32454 2.73090 -0.278
F -14.12652 -23.65152 2.06955 -0.284
F -13.33683 -23.84695 -0.39748 -0.279
F -12.43682 -25.34175 1.36752 -0.285
F -12.81771 -21.72843 1.09545 -0.297
As -8.63511 -31.94603 6.57157 0.975
F -8.57376 -33.62871 5.93824 -0.280
F -9.85389 -32.54896 7.79919 -0.301
F -8.92393 -30.26770 7.25944 -0.310
F -7.57208 -31.34665 5.27741 -0.252
F -10.03946 -31.64641 5.51751 -0.281
F -7.20658 -32.21819 7.71406 -0.289
As -8.50057 -23.26475 7.87630 0.917
F -8.44192 -24.72646 6.83233 -0.285
F -6.93545 -23.73857 8.59747 -0.255
F -8.69933 -21.84934 8.98696 -0.282
F -10.05783 -22.82962 7.11489 -0.284
F -9.42464 -24.19956 9.10294 -0.285
F -7.71164 -22.26909 6.63096 -0.274
As -6.80966 -28.38906 0.87926 0.979
F -5.93902 -27.75442 -0.52838 -0.271
F -6.09952 -27.23238 2.03596 -0.276
F -7.73417 -29.28361 2.15364 -0.278
F -7.45474 -29.57328 -0.35114 -0.304
F -5.42120 -29.55273 1.25252 -0.298
F -8.29808 -27.33559 0.57196 -0.306
```